C15H16O7 | ωB97M-V/def2-TZVPD

Structure (XYZ):
```
38
Properties=species:S:1:pos:R:3
C 0.351 -5.168 0.014
C 0.830 -4.476 -1.235
C 0.573 -3.131 -1.529
C 0.843 -2.450 -2.780
O 1.381 -3.011 -3.733
O 0.552 -1.129 -2.713
C 0.004 -0.889 -1.412
C -1.258 -0.058 -1.471
C -1.050 1.215 -1.057
C 0.305 1.448 -0.566
C 0.509 2.156 0.812
C -0.058 3.570 0.798
O 0.664 4.419 0.272
O -1.302 3.833 1.277
C -1.717 5.196 1.185
C -0.098 1.291 1.945
O 0.760 1.357 3.098
O -0.234 -0.098 1.642
C 0.808 -0.672 0.841
O 0.471 -2.040 0.638
C -0.148 -2.166 -0.645
C 0.924 0.028 -0.534
H -0.087 -4.471 0.734
H 1.255 -5.596 0.482
H -0.357 -5.982 -0.252
H 1.289 -5.087 -2.037
H -2.206 -0.424 -1.858
H -1.781 2.025 -1.113
H 0.863 1.998 -1.350
H 1.563 2.249 1.018
H -1.083 5.811 1.810
H -2.702 5.277 1.559
H -1.683 5.557 0.142
H -1.084 1.668 2.225
H 0.385 0.770 3.772
H 1.724 -0.610 1.439
H -1.187 -2.492 -0.567
H 1.983 0.084 -0.848
```

Summary:
HOMO-LUMO gap: 0.3649 Ha
lowest unoccupied orbital energy: 0.2 eV

***

C15H17AlClF3N7S3 | ωB97M-V/def2-TZVPD

Structure (XYZ):
```
47
Properties=species:S:1:pos:R:3
Al -10.544 -9.799 -4.159
N -9.012 -12.229 -1.805
C -9.375 -12.601 -3.025
N -9.775 -11.783 -3.998
C -9.962 -12.519 -5.157
C -9.747 -13.845 -5.084
S -9.324 -14.335 -3.462
C -10.308 -11.691 -6.367
C -10.427 -12.101 -7.644
S -10.674 -10.708 -8.674
C -10.663 -9.704 -7.285
N -10.490 -10.353 -6.177
N -10.755 -8.371 -7.449
H -8.790 -11.245 -1.510
H -8.784 -12.983 -1.147
H -9.829 -14.561 -5.858
H -10.318 -13.059 -8.095
H -11.018 -8.003 -8.371
H -10.538 -7.692 -6.691
N -12.731 -11.231 -3.894
N -13.123 -11.376 -2.554
C -12.617 -10.495 -1.632
N -13.369 -10.340 -0.507
S -11.160 -9.721 -1.675
H -13.393 -10.658 -4.301
H -12.732 -12.166 -4.253
H -14.123 -11.638 -2.386
H -14.338 -10.749 -0.391
H -13.146 -9.663 0.158
Cl -7.661 -9.282 -1.132
C -8.604 -7.824 -1.579
C -8.761 -6.877 -0.562
C -9.404 -5.656 -0.825
C -9.918 -5.430 -2.115
C -9.815 -6.409 -3.063
C -9.166 -7.640 -2.846
C -8.975 -8.634 -3.950
H -8.327 -7.170 0.452
H -9.510 -4.917 -0.037
H -10.387 -4.541 -2.388
H -10.195 -6.385 -4.032
H -8.119 -9.261 -3.820
H -8.846 -8.128 -4.898
F -13.244 -8.582 -3.675
C -12.252 -8.629 -4.601
F -12.905 -9.044 -5.768
F -11.894 -7.364 -4.830
```

Summary:
net charge: +1
HOMO-LUMO gap: 0.2991 Ha
ΔE to the lowest compared entry with this formula, charge and spin: 21.3 kcal/mol
lowest unoccupied orbital energy: -2.5 eV

***

C15H17BF4NO3 | ωB97M-V/def2-TZVPD

Structure (XYZ):
```
41
Properties=species:S:1:pos:R:3
N 3.357 -0.969 2.218
C 4.007 0.047 3.109
C 3.596 1.575 2.793
C 3.365 1.889 1.230
C 1.828 1.933 0.793
C 1.490 1.643 -0.571
C -0.052 1.627 -1.049
O -0.422 2.047 -2.176
C -1.081 1.071 0.065
C -2.328 0.213 -0.277
C -2.633 -0.166 -1.822
C -1.502 -1.244 -2.283
O -0.970 -0.966 -3.602
C -3.205 -0.255 0.915
C -2.856 0.105 2.403
C -1.583 0.952 2.768
C -0.721 1.422 1.558
C 0.623 2.279 1.814
O 0.702 3.163 2.707
H 3.992 -1.249 1.448
H 2.462 -0.634 1.836
H 5.143 -0.130 3.014
H 3.724 -0.208 4.194
H 4.498 2.223 3.117
H 2.731 1.875 3.472
H 3.962 2.826 0.976
H 3.845 1.032 0.618
H 2.365 1.406 -1.260
H -2.578 0.753 -2.496
H -3.699 -0.589 -1.935
H -0.627 -1.145 -1.531
H -1.927 -2.298 -2.156
H -0.039 -1.278 -3.622
H -4.140 -0.878 0.694
H -3.558 -0.268 3.215
H -1.324 1.210 3.859
B -3.288 -3.803 -4.808
F -2.124 -4.384 -4.200
F -4.024 -3.062 -3.820
F -2.886 -2.922 -5.864
F -4.119 -4.843 -5.343
```

Summary:
net charge: -1
HOMO-LUMO gap: 0.2785 Ha
lowest unoccupied orbital energy: 0.6 eV

***

C15H17Cl3N2S | ωB97M-V/def2-TZVPD

Structure (XYZ):
```
38
Properties=species:S:1:pos:R:3
C 5.992 -0.888 -0.126
C 4.791 -0.169 0.635
C 4.224 1.067 -0.213
C 2.971 0.585 -1.060
C 1.724 0.143 -0.155
C 0.657 1.328 -0.156
C -0.788 0.820 0.263
C -0.892 0.365 1.659
C -2.236 -0.091 2.139
N -2.456 -0.542 3.435
S -4.107 -0.873 3.398
N -4.547 -0.483 1.852
C -3.417 -0.061 1.166
C -3.319 0.365 -0.287
C -4.530 0.378 -1.237
Cl -4.790 1.870 -2.249
C -5.440 -0.635 -1.394
C -5.312 -1.980 -0.609
Cl -6.827 -0.395 -2.526
C -1.966 0.804 -0.704
Cl -1.614 1.355 -2.377
H 6.462 -0.162 -0.847
H 5.641 -1.818 -0.652
H 6.769 -1.209 0.624
H 5.198 0.247 1.602
H 4.007 -0.948 0.826
H 4.011 1.950 0.451
H 5.005 1.384 -0.974
H 2.677 1.396 -1.793
H 3.260 -0.342 -1.647
H 1.243 -0.777 -0.599
H 2.033 -0.027 0.911
H 0.643 1.937 -1.094
H 0.963 2.020 0.691
H -0.024 0.360 2.363
H -5.867 -2.763 -1.204
H -5.878 -1.873 0.364
H -4.260 -2.337 -0.472
```

Summary:
HOMO-LUMO gap: 0.2706 Ha
lowest unoccupied orbital energy: -1.4 eV

***

C15H17Cl3N3O3PRhSi | ωB97M-V/def2-TZVPD

Structure (XYZ):
```
44
Properties=species:S:1:pos:R:3
Rh -0.105 0.801 0.008
O 3.402 2.175 1.480
C 2.302 1.762 1.247
N 1.701 1.566 0.008
C 2.299 1.768 -1.232
O 3.399 2.180 -1.465
C 1.379 1.323 -2.357
C 1.778 1.434 -3.671
C 0.884 1.081 -4.671
C -0.383 0.642 -4.320
C -0.715 0.554 -2.982
N 0.162 0.868 -2.023
C 1.388 1.303 2.372
C 1.793 1.395 3.686
C 0.907 1.014 4.683
C -0.357 0.567 4.331
C -0.696 0.504 2.993
N 0.172 0.846 2.036
H 2.770 1.813 -3.877
H 1.167 1.166 -5.712
H -1.116 0.375 -5.068
H -1.691 0.226 -2.646
H 2.783 1.777 3.894
H 1.194 1.083 5.724
H -1.082 0.277 5.078
H -1.670 0.171 2.657
C -2.592 -3.334 0.020
P -1.106 -2.345 0.011
C -0.146 -2.811 -1.429
C -0.128 -2.811 1.439
O -1.463 -0.869 0.011
H -2.349 -4.397 0.019
H -3.187 -3.097 -0.861
H -3.176 -3.098 0.910
H 0.015 -3.889 -1.457
H 0.825 -2.312 -1.402
H -0.675 -2.506 -2.332
H 0.034 -3.889 1.464
H -0.646 -2.508 2.350
H 0.842 -2.312 1.401
Cl -1.724 3.539 1.694
Si -1.590 2.488 -0.052
Cl -1.190 3.847 -1.525
Cl -3.413 1.632 -0.432
```

Summary:
net charge: +1
HOMO-LUMO gap: 0.3065 Ha
ΔE to the lowest compared entry with this formula, charge and spin: 0.0 kcal/mol
lowest unoccupied orbital energy: -3.9 eV

***

C15H17FeNO5S2 | ωB97M-V/def2-TZVPD

Structure (XYZ):
```
41
Properties=species:S:1:pos:R:3
C 2.323 0.222 -4.305
O 1.660 -0.888 -3.670
C 0.448 -0.768 -3.004
C 0.433 -0.518 -1.583
C -0.806 0.174 -1.142
C -1.903 -0.742 -1.504
C -1.884 -1.358 -2.756
C -0.737 -1.275 -3.568
Fe -0.408 -2.313 -1.597
C -0.318 -2.473 0.157
O -0.203 -2.802 1.268
C 1.091 -3.219 -1.883
O 1.965 -3.981 -1.963
C -1.273 -3.860 -1.764
O -1.702 -4.940 -1.738
H 3.275 -0.195 -4.632
H 1.748 0.564 -5.175
H 2.489 1.048 -3.599
H 1.381 -0.330 -1.076
H -0.811 0.479 -0.081
H -0.916 1.163 -1.648
H -2.806 -0.751 -0.891
H -2.753 -1.898 -3.123
H -0.704 -1.687 -4.575
C -0.096 0.655 4.536
C -0.904 0.962 3.280
N -0.543 2.275 2.722
C -1.280 2.535 1.544
S -2.882 2.036 1.432
S -0.596 3.214 0.157
C 0.884 2.629 2.674
C 1.583 2.207 3.971
O 1.303 0.840 4.303
H -0.446 1.298 5.367
H -0.206 -0.407 4.799
H -0.741 0.151 2.531
H -1.979 0.980 3.530
H 1.384 2.155 1.803
H 0.982 3.719 2.547
H 2.676 2.230 3.854
H 1.271 2.867 4.804
```

Summary:
2S+1: 5
⟨S²⟩: 6.112
HOMO-LUMO gap (alpha / beta): 0.2121 / 0.1975 Ha
ΔE to the lowest compared entry with this formula, charge and spin: 10.9 kcal/mol
lowest unoccupied orbital energy (alpha / beta): 0.0 / -2.7 eV

***

C15H17N3O3S | ωB97M-V/def2-TZVPD

Structure (XYZ):
```
39
Properties=species:S:1:pos:R:3
C -6.548 0.482 -0.110
O -5.372 0.794 0.599
C -4.244 0.086 0.341
C -3.115 0.453 1.081
C -1.918 -0.199 0.904
C -1.825 -1.238 -0.026
C -0.576 -1.924 -0.227
N -0.268 -2.788 -1.150
N 1.021 -3.133 -0.974
C 1.440 -2.465 0.056
S 3.029 -2.488 0.735
C 2.916 -1.077 1.898
C 2.259 0.184 1.346
O 1.278 0.651 1.895
N 2.814 0.744 0.263
C 4.073 0.398 -0.374
C 4.166 1.363 -1.555
C 3.408 2.592 -1.058
C 2.251 1.969 -0.287
O 0.485 -1.681 0.589
C -2.945 -1.603 -0.770
C -4.147 -0.949 -0.589
H -6.871 -0.547 0.079
H -6.419 0.631 -1.187
H -7.306 1.170 0.260
H -3.209 1.259 1.791
H -1.046 0.097 1.469
H 3.949 -0.883 2.189
H 2.343 -1.399 2.769
H 4.902 0.557 0.327
H 4.087 -0.645 -0.695
H 3.659 0.939 -2.422
H 5.197 1.579 -1.826
H 4.037 3.177 -0.386
H 3.067 3.234 -1.866
H 1.416 1.720 -0.952
H 1.868 2.593 0.522
H -2.855 -2.404 -1.486
H -5.001 -1.251 -1.174
```

Summary:
HOMO-LUMO gap: 0.3128 Ha
ΔE to the lowest compared entry with this formula, charge and spin: 68.8 kcal/mol
lowest unoccupied orbital energy: 0.6 eV

***

C15H17N3O3S2 | ωB97M-V/def2-TZVPD

Structure (XYZ):
```
40
Properties=species:S:1:pos:R:3
C -4.700 -2.395 1.934
O -3.819 -1.355 1.583
C -3.700 -1.014 0.267
C -4.364 -1.653 -0.773
C -4.179 -1.236 -2.081
C -3.336 -0.179 -2.367
C -2.673 0.460 -1.333
C -2.839 0.057 -0.020
C -2.119 0.762 1.102
N -0.760 1.108 0.756
C -0.372 2.360 0.458
S -1.362 3.680 0.548
N 0.914 2.563 0.028
C 2.041 1.759 0.089
C 3.088 2.041 -0.798
C 4.244 1.288 -0.779
C 4.364 0.250 0.126
S 5.851 -0.744 0.132
N 5.551 -1.927 -1.009
O 6.936 0.038 -0.371
O 5.960 -1.411 1.391
C 3.359 -0.022 1.032
C 2.199 0.730 1.023
H -4.397 -3.349 1.491
H -4.647 -2.469 3.019
H -5.729 -2.166 1.638
H -5.031 -2.477 -0.576
H -4.705 -1.743 -2.876
H -3.198 0.150 -3.385
H -2.026 1.298 -1.548
H -2.636 1.695 1.348
H -2.111 0.121 1.987
H -0.177 0.345 0.442
H 1.054 3.490 -0.354
H 2.984 2.860 -1.494
H 5.067 1.500 -1.442
H 4.822 -2.573 -0.760
H 5.489 -1.590 -1.954
H 3.512 -0.807 1.755
H 1.445 0.555 1.774
```

Summary:
HOMO-LUMO gap: 0.3185 Ha
ΔE to the lowest compared entry with this formula, charge and spin: 35.8 kcal/mol
lowest unoccupied orbital energy: 0.2 eV

***

C15H17N3O5 | ωB97M-V/def2-TZVPD

Structure (XYZ):
```
40
Properties=species:S:1:pos:R:3
N 0.775 -1.877 0.033
C 0.206 -0.574 0.117
C 0.734 0.435 -1.022
C 2.118 0.883 -0.722
C 2.539 2.091 -0.220
N 3.796 2.095 0.383
C 4.248 0.844 0.199
C 5.465 0.331 0.671
C 5.857 -0.956 0.287
C 4.968 -1.790 -0.235
C 3.640 -1.468 -0.584
C 3.290 -0.009 -0.379
C -1.202 -0.747 -0.093
O -1.594 -1.637 -0.802
N -2.138 0.249 0.423
C -3.469 0.309 -0.052
C -4.259 -0.580 1.004
C -5.585 -1.147 0.302
O -5.956 -2.266 0.616
O -6.143 -0.424 -0.697
C -3.818 1.671 -0.027
O -3.203 2.544 0.558
O -5.113 1.926 -0.845
H 0.038 -2.403 -0.458
H 0.902 -2.311 0.950
H 0.511 0.040 1.062
H -0.013 1.350 -0.925
H 0.354 0.091 -2.027
H 2.032 3.110 -0.522
H 4.387 2.727 0.852
H 6.202 0.913 1.380
H 6.889 -1.025 0.355
H 5.322 -2.817 -0.644
H 2.764 -2.126 -0.850
H -1.733 1.152 0.737
H -3.653 -0.222 -1.055
H -4.292 -0.137 2.075
H -3.723 -1.460 1.203
H -5.675 0.394 -0.829
H -5.471 2.821 -0.219
```

Summary:
HOMO-LUMO gap: 0.2861 Ha
ΔE to the lowest compared entry with this formula, charge and spin: 133.6 kcal/mol
lowest unoccupied orbital energy: 0.0 eV

***

C15H17N3O5 | ωB97M-V/def2-TZVPD

Structure (XYZ):
```
40
Properties=species:S:1:pos:R:3
C 4.002 -4.152 1.706
O 3.959 -2.752 1.538
C 2.789 -2.064 1.528
C 2.946 -0.690 1.350
C 1.871 0.170 1.315
C 0.582 -0.334 1.462
C -0.558 0.557 1.429
N -1.736 0.099 1.544
O -2.843 0.894 1.519
C -2.709 2.303 1.455
C -2.164 2.820 0.120
O -1.553 3.859 0.028
N -2.469 1.994 -0.915
C -2.118 2.185 -2.234
C -1.399 3.259 -2.821
C -1.353 2.921 -4.142
C -0.753 3.593 -5.320
O -1.987 1.750 -4.326
N -2.460 1.298 -3.139
C 0.411 -1.709 1.639
C 1.483 -2.582 1.676
O 1.334 -3.934 1.850
C 0.035 -4.455 1.991
H 3.587 -4.457 2.668
H 3.475 -4.672 0.904
H 5.062 -4.407 1.670
H 3.954 -0.322 1.239
H 2.030 1.228 1.174
H -0.323 1.616 1.298
H -2.093 2.694 2.273
H -3.732 2.670 1.580
H -2.979 1.140 -0.722
H -1.003 4.116 -2.323
H -0.346 4.555 -5.026
H 0.042 2.977 -5.738
H -1.507 3.736 -6.092
H -0.600 -2.062 1.749
H -0.575 -4.261 1.104
H 0.167 -5.529 2.111
H -0.468 -4.050 2.875
```

Summary:
HOMO-LUMO gap: 0.3195 Ha
ΔE to the lowest compared entry with this formula, charge and spin: 141.0 kcal/mol
lowest unoccupied orbital energy: 0.7 eV

***

C15H17N3O5 | ωB97M-V/def2-TZVPD

Structure (XYZ):
```
40
Properties=species:S:1:pos:R:3
N 0.791 0.351 -1.538
C -0.445 0.512 -0.699
C -0.472 1.927 -0.086
C 0.673 2.144 0.848
C 1.672 3.094 0.687
N 2.504 3.021 1.790
C 2.066 2.084 2.680
C 2.526 1.812 3.976
C 1.853 0.838 4.660
C 0.671 0.237 4.201
C 0.148 0.612 2.966
C 0.859 1.566 2.174
C -1.721 0.256 -1.573
O -2.495 1.173 -1.727
N -1.848 -0.946 -2.215
C -0.845 -1.949 -2.343
C -1.298 -3.331 -1.862
C -1.866 -3.513 -0.446
O -1.809 -4.560 0.159
O -2.519 -2.448 0.088
C -0.338 -1.915 -3.777
O 0.690 -2.453 -4.171
O -1.089 -1.111 -4.614
H 1.030 1.178 -2.048
H 1.538 0.286 -0.853
H -0.350 -0.234 0.094
H -0.402 2.701 -0.926
H -1.362 2.084 0.475
H 1.752 3.749 -0.149
H 3.149 3.790 2.040
H 3.495 2.255 4.330
H 2.166 0.562 5.659
H 0.190 -0.562 4.702
H -0.772 0.183 2.590
H -2.634 -0.940 -2.852
H 0.000 -1.652 -1.781
H -2.077 -3.787 -2.537
H -0.563 -4.188 -1.982
H -2.217 -1.738 -0.478
H -0.652 -1.086 -5.460
```

Summary:
HOMO-LUMO gap: 0.3172 Ha
ΔE to the lowest compared entry with this formula, charge and spin: 40.2 kcal/mol
lowest unoccupied orbital energy: 0.4 eV

***

C15H17N3O5S2 | ωB97M-V/def2-TZVPD

Structure (XYZ):
```
42
Properties=species:S:1:pos:R:3
C -4.291 -2.092 0.375
C -3.209 -1.565 -0.561
N -3.394 -0.191 -1.015
S -3.428 1.088 0.106
O -4.072 2.142 -0.621
O -3.978 0.687 1.366
C -1.707 1.506 0.329
C -1.056 2.197 -0.676
C 0.259 2.586 -0.483
C 0.902 2.285 0.709
C 0.236 1.594 1.708
C -1.082 1.205 1.522
C -1.821 -1.634 0.085
O -1.609 -2.067 1.189
N -0.865 -1.169 -0.776
C 0.480 -0.914 -0.528
C 1.104 -1.271 0.668
C 2.425 -0.923 0.878
C 3.118 -0.237 -0.099
S 4.793 0.276 0.203
N 5.662 -1.008 -0.454
O 5.075 1.441 -0.585
O 5.031 0.310 1.617
C 2.527 0.087 -1.304
C 1.207 -0.253 -1.521
H -4.037 -3.101 0.688
H -5.253 -2.105 -0.134
H -4.362 -1.458 1.253
H -3.174 -2.193 -1.464
H -4.212 -0.079 -1.597
H -1.597 2.436 -1.577
H 0.781 3.132 -1.253
H 1.927 2.591 0.857
H 0.739 1.368 2.635
H -1.635 0.678 2.283
H -1.217 -0.795 -1.648
H 0.543 -1.793 1.424
H 2.925 -1.155 1.804
H 6.136 -1.541 0.256
H 6.300 -0.700 -1.170
H 3.103 0.625 -2.039
H 0.724 0.008 -2.451
```

Summary:
HOMO-LUMO gap: 0.3446 Ha
ΔE to the lowest compared entry with this formula, charge and spin: 17.1 kcal/mol
lowest unoccupied orbital energy: 0.3 eV

***

| no. | DFT total energy (eV) |
| --- | --- |
| 1 | -30145.818 |
| 2 | -86037.133 |
| 3 | -35011.156 |
| 4 | -67210.371 |
| 5 | -84188.362 |
| 6 | -83608.898 |
| 7 | -37278.369 |
| 8 | -48114.092 |
| 9 | -30535.298 |
| 10 | -30534.978 |
| 11 | -30539.348 |
| 12 | -52209.249 |